(1)
Formula: C14H16O
Source: OMol25
Level of theory: the ωB97M-V functional and the def2-TZVPD basis

The value obtained for the relative energy (zero: lowest compared OMol25 entry of this formula, charge and spin) is 0.319 eV. The HOMO-LUMO gap is 0.3392 Eh. The multiplicity is 1. The calculation puts the LUMO energy at 0.74 eV. Its structure (SMILES) is Cc1ccc(O)cc1.Cc1ccccc1. The calculation puts the total energy at -618.30426 Ha.

The geometry in XYZ format:
```
31
Properties=species:S:1:pos:R:3:forces:R:3
C -0.87860 3.15300 -2.51977 -0.28 0.08 0.45
C -1.35730 -1.07011 -1.95261 0.01 -0.39 -0.09
C -2.23575 -0.18890 -1.34277 -0.33 -0.27 -0.16
C -0.35240 -0.59677 -2.76861 0.20 0.57 -0.36
C -2.13421 1.16662 -1.58609 0.24 0.15 0.54
C -0.26724 0.77368 -3.01736 0.21 -0.29 0.50
C -1.07469 1.67172 -2.33833 -0.65 0.30 -0.91
O -1.54600 -2.43575 -1.85513 0.41 0.18 0.23
H -3.02673 -0.62190 -0.73692 -0.09 0.25 -0.07
H -1.77597 -2.64487 -0.94514 -0.12 -0.09 0.01
H 0.39281 -1.24245 -3.20592 -0.23 -0.34 -0.15
H -2.88563 1.84063 -1.17962 0.23 -0.03 0.10
H 0.44749 1.14655 -3.74320 0.17 -0.04 0.22
H -0.39788 3.54899 -1.62621 0.31 0.11 -0.02
H -1.81206 3.71200 -2.58217 -0.18 -0.17 -0.17
H -0.27740 3.39353 -3.38981 0.14 -0.02 -0.06
C 1.27034 -2.70974 3.41720 -0.23 0.32 -0.32
C 0.06697 0.46832 1.67686 0.86 0.15 -0.24
C 1.28040 0.98476 1.22068 -0.21 0.60 0.40
C 0.09759 -0.72951 2.36871 -0.73 0.10 0.53
C 1.28027 -1.38211 2.69472 0.22 -0.09 -0.36
C 2.47252 0.38492 1.57629 0.38 -0.57 -0.35
C 2.48463 -0.80179 2.29365 -0.52 -0.25 0.45
H -0.84757 1.02300 1.51062 -0.07 -0.23 -0.09
H 1.33047 1.93412 0.70054 -0.19 -0.09 -0.16
H -0.84276 -1.11243 2.75747 0.06 -0.19 -0.12
H 3.41002 0.78061 1.21354 0.06 0.22 0.09
H 2.13717 -3.29163 3.12111 0.20 -0.07 0.21
H 0.39533 -3.29221 3.12976 -0.09 0.04 0.10
H 3.39509 -1.29969 2.61285 0.13 0.19 -0.30
H 1.25108 -2.56259 4.49566 0.10 -0.14 0.09
```
Positions in Å, forces in eV/Å.

***

(2)
Formula: C5H14O2S
Source: OMol25
Level of theory: the ωB97M-V functional and the def2-TZVPD basis

Its total charge is +1. The value obtained for the relative energy (zero: lowest compared OMol25 entry of this formula, charge and spin) is 1.642 eV. The HOMO-LUMO gap (alpha / beta) is 0.4038 / 0.2209 Eh. The multiplicity is 2. The calculation puts the LUMO energy (alpha / beta) at -3.07 / -8.05 eV. The calculation puts the total energy at -747.15845 Ha.

The geometry in XYZ format:
```
22
Properties=species:S:1:pos:R:3:forces:R:3
C 1.16274 -0.23172 1.24921 1.94 -1.79 2.22
O 2.60669 -0.48908 1.11797 -0.87 1.28 -0.19
C 0.74134 0.85200 0.33312 0.29 0.60 -1.83
C 0.97516 0.45875 -1.13029 2.33 1.34 -0.59
C 0.37647 -0.91267 -1.43283 3.58 -1.39 -0.49
S -1.17453 -1.44156 -1.03196 -1.69 -0.90 0.62
C -2.54925 -0.54358 -1.69253 -1.54 -1.00 0.24
H 1.15112 0.04350 2.35532 -1.15 -0.44 -1.29
H 0.68816 -1.29328 1.04112 0.53 2.37 0.82
H 2.93475 0.40186 1.37723 0.50 -1.06 -0.31
H -0.26761 1.06733 0.41509 -2.48 0.00 0.56
H 1.09545 1.89779 0.41924 0.85 -0.81 0.70
H 2.13211 0.17869 -1.16681 -2.28 1.09 -0.49
H 0.72117 1.41438 -1.79080 0.44 -2.57 0.92
H 1.04617 -1.67322 -0.79082 -1.55 1.43 -1.31
H 0.63711 -1.30883 -2.46401 -0.54 0.65 0.58
H -3.33437 -0.74228 -0.89933 0.64 -0.17 -0.95
H -2.50264 0.53459 -1.69008 0.56 0.27 -0.66
H -2.88540 -1.08062 -2.66208 0.58 1.12 1.37
H -1.05100 1.49663 3.34026 -2.57 -0.36 -2.80
H -0.92786 0.29716 2.60775 -1.80 0.76 -1.03
O -1.57577 1.07419 2.49525 4.22 -0.43 3.95
```
Positions in Å, forces in eV/Å.

***

(3)
Formula: C5H15N2
Source: OMol25
Level of theory: the ωB97M-V functional and the def2-TZVPD basis

Its total charge is +1. The value obtained for the relative energy (zero: lowest compared OMol25 entry of this formula, charge and spin) is 1.638 eV. The HOMO-LUMO gap is 0.3967 Eh. The multiplicity is 1. The calculation puts the LUMO energy at -3.01 eV. Its structure (SMILES) is C[C@H](N)C[NH+](C)C. The calculation puts the total energy at -308.73246 Ha.

The geometry in XYZ format:
```
22
Properties=species:S:1:pos:R:3:forces:R:3
N -0.74479 -1.12934 -1.41267 -0.72 -0.22 -1.10
C -0.33998 0.28574 -1.27292 -0.12 1.18 -3.32
C -1.46160 1.28333 -1.88603 1.80 -2.94 1.55
C -0.08364 0.77645 0.11125 0.85 0.01 1.37
N 0.72920 -0.26469 0.88208 -1.21 -1.83 0.19
C -0.14762 -1.32601 1.61866 -0.56 1.44 -0.84
C 1.82187 0.26962 1.70012 0.74 -0.24 0.93
H 1.20320 -0.73293 0.10786 -0.29 -0.47 0.30
H 0.08398 -1.69120 -1.67953 -0.86 0.40 0.10
H -1.43083 -1.24187 -2.22864 1.31 0.25 1.70
H 0.54358 0.40723 -1.94842 -0.12 0.26 0.93
H -1.08604 2.29419 -1.91279 -0.30 0.25 0.03
H -2.18707 1.02126 -1.12212 -1.12 0.98 -0.52
H -1.68400 0.84508 -2.84764 -0.40 0.45 -0.31
H -0.98089 1.11100 0.65913 0.26 -0.74 0.02
H 0.59640 1.62354 0.15770 -0.17 0.31 -0.67
H -0.89852 -0.81617 2.23708 0.40 0.18 -0.24
H 0.43358 -1.95377 2.25672 0.69 -0.35 0.07
H -0.67283 -1.84662 0.82687 0.02 -0.24 0.06
H 2.03977 -0.32316 2.59552 -0.63 -0.08 -0.15
H 2.75123 0.15634 1.13684 -0.15 0.94 -0.09
H 1.51500 1.25198 2.02095 0.58 0.45 0.00
```
Positions in Å, forces in eV/Å.

***

(4)
Formula: C44H55N2
Source: OMol25
Level of theory: the ωB97M-V functional and the def2-TZVPD basis

Its total charge is +1. The value obtained for the relative energy (zero: lowest compared OMol25 entry of this formula, charge and spin) is 0.660 eV. The HOMO-LUMO gap is 0.1230 Eh. The multiplicity is 1. The calculation puts the LUMO energy at -5.22 eV. The calculation puts the total energy at -1818.86083 Ha.

The geometry in XYZ format:
```
101
Properties=species:S:1:pos:R:3:forces:R:3
C 7.10407 1.81624 -0.15617 0.29 -0.11 -0.16
C 5.71228 2.31401 0.06981 -0.18 0.32 -0.11
C 5.48472 3.69031 0.13893 -0.29 -0.39 -0.03
C 4.21530 4.23113 0.34580 0.19 -0.83 -0.08
C 4.16859 5.72484 0.39361 0.08 0.82 -0.31
C 3.14612 3.33457 0.57906 0.88 -0.13 0.68
N 1.86695 3.84944 0.90742 -0.09 -0.55 -0.14
C 0.64471 3.38588 0.46837 -0.92 0.06 -0.94
C 0.27188 2.32613 -0.32417 0.20 0.31 0.32
N -0.27999 4.30613 0.94553 0.10 -0.26 0.13
C -1.66895 4.07503 0.82149 -0.11 -0.54 -0.44
C -2.22375 3.18636 1.74312 -0.54 -0.06 -0.43
C -1.43843 2.76661 2.95045 -0.06 -0.17 0.47
C -3.47103 2.63323 1.43514 0.34 0.23 -0.13
C -4.10359 2.93611 0.22167 0.20 0.13 0.38
C -5.33401 2.18073 -0.17738 -0.34 -0.03 -0.10
C -3.56262 3.91270 -0.61943 0.11 -0.18 0.05
C -2.31453 4.47749 -0.35458 -0.10 -0.25 0.55
C -1.64653 5.41631 -1.31298 -0.07 0.29 -0.34
C 0.33690 5.20960 1.76798 0.71 0.57 0.41
C 1.65351 4.94569 1.73104 -0.26 0.79 0.65
C 3.41905 1.95471 0.73388 0.02 0.29 -0.26
C 2.52135 1.03158 1.50604 -0.35 -0.59 -0.29
C 4.64918 1.44462 0.29948 0.04 0.55 0.38
H 7.10054 0.72909 -0.27564 0.17 0.16 -0.03
H 7.54470 2.28261 -1.04663 -0.05 -0.20 0.15
H 7.75146 2.07450 0.69474 -0.18 -0.13 -0.20
H 6.32230 4.37673 0.01577 -0.13 -0.15 -0.02
H 3.17883 6.17690 0.41591 0.12 -0.14 -0.14
H 4.72908 6.09585 1.26562 -0.24 -0.14 -0.11
H 4.69429 6.13247 -0.47870 -0.13 -0.09 0.12
H -0.79043 2.14195 -0.45619 0.25 0.18 -0.27
H 1.01053 1.85037 -0.94086 0.15 -0.34 -0.04
H -2.10416 2.26013 3.65953 0.17 0.05 -0.10
H -0.63063 2.06210 2.69138 -0.19 0.36 0.00
H -0.97737 3.61500 3.47306 -0.12 -0.19 -0.19
H -3.92312 1.92565 2.13270 0.06 0.10 -0.22
H -5.73240 2.58888 -1.11207 -0.08 -0.16 0.19
H -5.10396 1.11679 -0.33743 -0.04 0.26 0.02
H -6.10880 2.23066 0.59769 0.11 0.01 -0.20
H -4.09701 4.19129 -1.53094 0.17 -0.11 0.22
H -2.34459 5.65996 -2.12131 0.18 -0.01 0.09
H -1.35424 6.36278 -0.83735 -0.04 -0.29 -0.04
H -0.74612 4.97736 -1.76638 -0.19 0.01 0.21
H -0.21200 5.97942 2.29056 0.11 -0.13 -0.07
H 2.46804 5.46534 2.19803 -0.09 -0.14 0.14
H 2.93385 0.01336 1.40374 -0.14 0.29 0.31
H 2.46703 1.29208 2.58320 0.11 -0.04 -0.60
H 1.50317 1.01164 1.09752 0.06 0.07 0.25
H 4.79721 0.36069 0.26398 0.06 0.37 0.23
C -3.58140 -6.83617 2.54826 -0.11 -0.38 0.04
C -2.87128 -5.57876 2.15329 0.28 0.18 -0.29
C -3.43915 -4.69731 1.23604 0.00 0.13 0.27
C -2.85592 -3.46776 0.92572 0.38 -0.23 -0.10
C -3.64030 -2.56297 0.00605 -0.43 0.07 -0.27
C -1.58888 -3.14353 1.46252 -0.28 0.06 -0.13
C -0.90262 -1.78394 1.21136 0.40 -0.29 0.39
C -1.59344 -0.71202 2.05876 -0.06 0.29 0.10
C -0.71829 -1.32979 -0.27696 -0.51 0.12 -0.33
C 0.44224 -1.94706 -0.94378 -0.41 -1.09 -0.22
C 0.48245 -2.49848 -2.25611 0.10 -0.05 0.14
C 1.10766 -3.78097 -2.48270 0.93 0.20 -0.12
C 1.45430 -4.69307 -1.34215 0.09 -0.24 0.09
C 1.39053 -4.19074 -3.77369 -0.19 -0.06 0.39
C 1.01677 -3.44336 -4.89463 0.10 0.05 0.18
C 1.39529 -3.90974 -6.26496 -0.05 0.09 -0.32
C 0.29208 -2.26886 -4.69010 -0.09 0.17 0.15
C -0.02223 -1.80838 -3.41709 -0.37 0.00 0.09
C -0.82832 -0.55414 -3.29426 -0.05 0.51 -0.22
C -1.00897 -4.03709 2.38821 0.14 0.27 -0.52
C 0.29472 -3.71739 3.07265 0.29 -0.22 0.27
C -1.62741 -5.24770 2.68831 -0.32 0.16 0.01
H -2.97414 -7.40544 3.25813 -0.17 0.01 -0.11
H -4.55276 -6.62780 3.01679 0.26 0.04 -0.07
H -3.78653 -7.47303 1.67904 0.08 0.10 0.14
H -4.39281 -4.95718 0.77216 0.15 0.11 0.19
H -3.62717 -1.50972 0.32074 0.07 -0.33 -0.20
H -3.29779 -2.63159 -1.04067 -0.08 0.08 0.30
H -4.69624 -2.88016 -0.00257 0.41 0.15 0.02
H 0.11716 -1.86898 1.61246 -0.21 0.04 -0.10
H -1.61496 -1.02854 3.10909 -0.06 -0.04 -0.24
H -1.05316 0.23807 2.02727 -0.06 -0.14 -0.19
H -2.62648 -0.52824 1.74035 0.25 -0.03 0.10
H -1.60853 -1.56845 -0.86145 0.15 0.19 0.00
H -0.65461 -0.22440 -0.29156 0.31 -0.01 0.16
H 1.30475 -2.14071 -0.27798 -0.45 -0.23 -0.38
H 1.93037 -5.60237 -1.72848 -0.10 0.24 0.15
H 2.16093 -4.22052 -0.64976 -0.10 -0.01 0.00
H 0.56900 -5.00156 -0.76430 0.21 0.22 -0.19
H 1.93206 -5.11955 -3.93113 -0.19 0.01 0.11
H 1.01833 -3.22081 -7.02795 0.11 -0.18 0.12
H 2.48640 -3.98132 -6.36977 -0.21 0.07 0.11
H 0.99986 -4.91171 -6.47911 0.02 0.22 0.16
H -0.01488 -1.68224 -5.55923 0.02 -0.15 0.32
H -0.86219 -0.04481 -4.26598 0.03 -0.07 0.31
H -1.87363 -0.75687 -3.01462 0.32 -0.06 0.04
H -0.39830 0.13655 -2.55996 -0.19 -0.05 -0.15
H 0.51021 -4.51270 3.79261 0.08 0.17 -0.09
H 1.14267 -3.68327 2.37105 -0.20 0.09 0.17
H 0.26738 -2.77518 3.64040 -0.01 -0.21 -0.25
H -1.13015 -5.93125 3.37565 -0.19 0.13 -0.04
```
Positions in Å, forces in eV/Å.